ORCA calculation (the ωB97M-V functional and the def2-TZVPD basis) on a molecular structure, C15H24GdN4O5 at a distorted geometry.

Its largest force on an atom is 4.363 eV/Å. The value obtained for the electronic energy is -1946.52154 a.u. The net charge is +1. The relative energy (zero: lowest compared OMol25 entry of this formula, charge and spin) is 220.5 kJ/mol. The molar mass is 497.63 g/mol. The expectation value of S² is 16.250. Its HOMO energy (spin up / spin down) is -9.381 / -8.152 eV. As for the spin multiplicity: 8.

Atoms and positions in Å:
O 0.35383 2.49159 -0.19167
H 0.06021 3.14685 0.48857
Gd -0.28181 0.29114 -0.38134
N -0.82197 -0.49591 -2.49741
N 1.35818 -1.45265 -1.49042
O -2.04961 -0.02677 -2.96745
O 2.52751 -2.14381 -1.07862
C -0.22349 -1.43433 -3.22771
C 0.99298 -1.95521 -2.67852
C -0.86379 -1.87845 -4.48413
C 1.77243 -2.97764 -3.42372
H -1.70031 -1.20371 -4.72008
H -1.25574 -2.91060 -4.37582
H -0.10750 -1.84758 -5.28975
H 2.47176 -3.50902 -2.76966
H 2.33025 -2.46848 -4.23309
H 1.07387 -3.68971 -3.89564
H -2.00671 0.91469 -2.52344
H 3.03886 -1.58003 -0.46777
O -0.83301 -2.08033 0.45471
H -1.74096 -2.36751 0.69084
H -0.44606 -2.80509 -0.08199
C 1.95217 1.67335 -1.37916
H 2.07270 2.78099 -1.51792
H 1.96580 1.11629 -2.34836
H 2.79472 1.23888 -0.79221
O -1.52092 2.09718 -1.54693
H -0.55620 2.46185 -0.98843
H -1.87736 2.83545 -2.20468
C -3.51338 2.06899 1.93367
C -2.90666 2.56457 3.09481
C -1.65484 2.07858 3.49129
C -1.01202 1.12227 2.69932
N -1.62619 0.65374 1.57091
C -2.85883 1.08455 1.19722
C 0.31277 0.53521 3.00271
C 0.86183 0.63171 4.30194
C 2.02134 -0.07457 4.62168
C 2.59580 -0.86356 3.61955
C 2.01278 -0.88591 2.34472
N 0.92838 -0.15511 1.99222
H -4.50071 2.40301 1.60958
H -3.40318 3.32965 3.68868
H -1.17273 2.40957 4.40979
H -3.27593 0.62067 0.29693
H 0.32307 1.22760 5.04808
H 2.46277 0.02012 5.61121
H 3.47647 -1.47361 3.82331
H 2.44946 -1.51892 1.56418

---

ORCA calculation (the ωB97M-V functional and the def2-TZVPD basis) on 2 unconnected molecules or ions with the total composition C15H24I2NO4 at a distorted geometry.

Its largest force on an atom is 3.762 eV/Å. The value obtained for the electronic energy is -1536.90519 a.u. The molar mass is 536.17 g/mol. The expectation value of S² is 0.754. Its HOMO energy (spin up / spin down) is -8.565 / -8.686 eV. As for the spin multiplicity: 2.

Atoms and positions in Å:
C 4.40010 -3.41305 1.27991
C 3.12503 -2.44674 1.10845
I 3.40934 -0.38849 1.70646
C 1.89554 -2.93261 0.59528
I 1.90037 -5.08694 0.14565
C 0.62099 -1.99383 0.36889
C 0.81840 -0.89769 -0.77277
C -0.54398 -0.13430 -1.13899
C -0.92585 0.98376 -0.04518
C -0.19854 0.71127 -2.48006
N -1.66615 -1.03185 -1.50872
O -2.74752 -0.39693 -1.85678
C -1.90913 -2.12062 -0.53062
C -2.74305 -1.68115 0.76763
C -2.85945 -3.19350 -1.29365
C -0.59253 -2.95065 -0.13709
H 4.26413 -4.10581 2.16542
H 5.31436 -2.74630 1.46027
H 4.63550 -3.96924 0.30668
H 0.35218 -1.51559 1.36860
H 1.57976 -0.09339 -0.54261
H 1.15604 -1.41185 -1.74371
H -2.01940 1.30336 -0.10424
H -0.77915 0.61302 1.03029
H -0.32388 1.94451 -0.21417
H -0.15478 -0.00599 -3.35945
H 0.79125 1.26432 -2.32415
H -0.98793 1.50490 -2.67861
H -3.13908 -2.60391 1.31707
H -3.66862 -1.11478 0.41412
H -2.18553 -0.98475 1.46501
H -3.87052 -2.75325 -1.55154
H -2.93546 -4.11647 -0.62177
H -2.26671 -3.53270 -2.20944
H -0.24479 -3.43730 -1.11681
H -0.78770 -3.73551 0.65833
C -0.03967 6.55195 1.01099
C 0.23911 5.41830 1.95282
O 0.47595 4.32474 1.07503
C 0.87129 4.84621 -0.11796
O 1.30768 4.20058 -1.02274
O 0.70609 6.19580 -0.14608
H 0.29050 7.51353 1.40524
H -1.09732 6.62268 0.74183
H 1.13467 5.58645 2.55776
H -0.60152 5.20983 2.61541

---

ORCA calculation (the ωB97M-V functional and the def2-TZVPD basis) on a molecular structure, C15H24IN2O7P2Ru at a distorted geometry.

Its largest force on an atom is 9.324 eV/Å. The value obtained for the electronic energy is -2295.84744 a.u. The net charge is +3. The molar mass is 634.29 g/mol. The expectation value of S² is 6.089. Its HOMO energy (spin up / spin down) is -16.226 / -17.002 eV. As for the spin multiplicity: 5.

Atoms and positions in Å:
C 0.86368 0.04055 -4.06357
I 2.80938 0.22855 -4.28567
H 0.99483 -0.39436 -5.03588
H 0.34238 1.00293 -4.05991
H 0.08558 -0.71368 -3.52015
Ru -0.63939 -0.27361 -1.07792
P 0.18665 1.97445 -1.55657
C -1.17100 2.82326 -0.62865
C 1.69343 2.36087 -0.56965
H 1.91129 3.44270 -0.59674
H 0.73446 4.08657 -2.76777
H 2.52370 1.79674 -1.02342
H 1.19435 2.62881 -3.70130
H -1.10831 2.52951 0.43190
H 1.51445 2.02059 0.46325
C 0.41834 3.06520 -3.05267
H -1.09849 3.91788 -0.72533
H -0.53706 3.12223 -3.60040
H -2.11606 2.46159 -1.06839
P 0.25391 -2.37591 -1.94603
C -1.25745 -3.35888 -1.59727
C 0.87364 -3.11716 -3.52471
H 2.39211 -2.30063 -0.86498
H 1.79272 -3.99758 -0.90276
H 1.09970 -2.83388 0.27083
C 1.51098 -2.94674 -0.74130
H 1.86699 -2.71700 -3.77245
H 0.93633 -4.21612 -3.44507
H -1.19195 -4.36114 -2.03909
H -2.11394 -2.80446 -2.01351
H 0.19037 -2.87689 -4.35023
H -1.35445 -3.41547 -0.50667
C -2.26168 -0.15307 -1.78136
O -3.30635 -0.04611 -2.31399
O -1.60743 -1.46760 0.82584
C -0.75919 -0.74047 1.28539
O 0.18598 -0.21961 0.52872
C -0.63444 -0.22086 2.66801
C -1.21879 1.01681 2.95783
C -1.06414 1.51573 4.26277
C -0.33727 0.77063 5.20715
C 0.27250 -0.44797 4.86794
C 0.19956 -0.91713 3.54212
N 0.97618 -1.20581 5.85181
O 0.99987 -0.74199 7.01553
O 1.45709 -2.30749 5.50059
N -1.54025 2.84097 4.52301
O -2.09718 3.44636 3.57107
O -1.39737 3.27920 5.68588
H -1.84858 1.51116 2.21979
H -0.27281 1.14158 6.22566
H 0.65314 -1.85325 3.22830

---

ORCA calculation (the ωB97M-V functional and the def2-TZVPD basis) on a single C15H24N2O4 molecule.

Its largest force on an atom is 0.619 eV/Å. The value obtained for the electronic energy is -996.48862 a.u. The relative energy (zero: lowest compared OMol25 entry of this formula, charge and spin) is 19.0 kJ/mol. The molar mass is 296.37 g/mol. The SMILES is CCOCCCNC(=O)c1c(C)[nH]c(C(=O)OCC)c1C. Its HOMO energy is -8.415 eV. As for the spin multiplicity: 1.

Atoms and positions in Å:
C 3.27505 -3.09063 2.31768
C 2.43562 -3.33739 1.07491
O 2.90104 -2.49872 0.04201
C 2.15950 -2.61800 -1.15054
C 2.73608 -1.64438 -2.17838
C 1.66699 -1.13574 -3.14867
N 0.68150 -0.33598 -2.46429
C -0.58174 -0.76825 -2.22714
O -1.03952 -1.76973 -2.75088
C -1.36137 0.09573 -1.31681
C -2.73041 0.31702 -1.44283
C -3.67348 -0.17174 -2.47759
N -3.10742 1.12597 -0.43949
C -2.03386 1.42202 0.36562
C -2.27441 2.26920 1.51877
O -3.37556 2.70750 1.78640
O -1.17628 2.50970 2.25519
C -1.34592 3.34797 3.39677
C -1.28414 4.82167 3.02079
C -0.91719 0.78617 -0.16107
C 0.45135 0.79563 0.42985
H 4.31908 -3.30251 2.10512
H 3.18861 -2.05120 2.62197
H 2.93637 -3.73057 3.12748
H 2.51020 -4.39151 0.76347
H 1.37367 -3.12293 1.27934
H 2.19904 -3.65225 -1.52396
H 1.10173 -2.38228 -0.95212
H 3.54178 -2.12057 -2.73597
H 3.16282 -0.80145 -1.62999
H 2.13664 -0.53897 -3.93715
H 1.13169 -1.97226 -3.60369
H 1.01020 0.48665 -1.98653
H -3.91913 0.62434 -3.18143
H -3.21239 -0.99247 -3.01928
H -4.59771 -0.51777 -2.01816
H -4.03473 1.47599 -0.25175
H -0.52907 3.07882 4.07007
H -2.30830 3.11888 3.86636
H -2.11375 5.06997 2.36351
H -0.34951 5.04072 2.50985
H -1.35130 5.43003 3.91815
H 0.38336 0.94368 1.50399
H 1.04393 1.61907 0.02695
H 0.97098 -0.13946 0.23349

---

ORCA calculation (the ωB97M-V functional and the def2-TZVPD basis) on 3 unconnected molecules or ions with the total composition C15H24N2O6 at a distorted geometry.

Its largest force on an atom is 1.567 eV/Å. The value obtained for the electronic energy is -1146.86039 a.u. The relative energy (zero: lowest compared OMol25 entry of this formula, charge and spin) is 359.6 kJ/mol. The molar mass is 328.36 g/mol. The SMILES is C=C[C@@H]1C(=O)NC[C@@H]1OC#N.CCOC(C)=O.CCOC(C)=O. Its HOMO energy is -9.654 eV. As for the spin multiplicity: 1.

Atoms and positions in Å:
C 1.57895 0.77175 3.49974
C 1.14005 1.48323 2.46570
C 1.31786 1.17890 0.99284
C 0.43894 0.00312 0.58915
O -0.74698 0.01964 0.36465
N 1.26356 -1.11083 0.50115
C 2.64729 -0.82137 0.85891
C 2.65983 0.65804 0.51719
O 3.84268 1.40552 0.89000
C 4.13645 2.33491 0.03274
N 4.38817 3.16700 -0.71770
H 1.21491 1.00544 4.49056
H 2.31438 -0.01311 3.43755
H 0.56035 2.37171 2.68511
H 1.13622 2.12417 0.48153
H 0.84873 -1.94100 0.89781
H 2.86198 -1.10154 1.88630
H 3.35307 -1.36875 0.23663
H 2.59766 0.65551 -0.57241
C -0.98929 -5.53141 -3.09247
C -1.01640 -4.03982 -2.83200
O 0.05268 -3.62235 -1.97825
C 1.28643 -3.33251 -2.43175
C 1.66390 -3.67707 -3.85385
O 2.07348 -2.85119 -1.66389
H -0.08397 -5.83295 -3.61951
H -1.84933 -5.82648 -3.69369
H -1.01820 -6.07742 -2.14980
H -1.01880 -3.45796 -3.75447
H -1.92108 -3.77247 -2.28938
H 2.15842 -4.64747 -3.85238
H 2.36727 -2.92759 -4.20704
H 0.82760 -3.70604 -4.54737
C -3.93183 2.07963 1.51407
C -4.07620 3.57072 1.74232
O -3.04902 4.08334 2.59631
C -1.83666 4.45035 2.14008
C -1.44811 4.12277 0.71788
O -1.06726 4.97008 2.90105
H -3.00080 1.83113 1.00372
H -4.76127 1.70747 0.91197
H -3.92985 1.55404 2.46876
H -4.11283 4.13145 0.80743
H -5.00425 3.78034 2.27148
H -0.90753 3.17679 0.71666
H -0.79010 4.90637 0.35003
H -2.28268 4.04802 0.02606